[1]
This record from OMol25 describes 2 unconnected molecules or ions with the total composition C6H12BrNO2. The level of theory is ωB97M-V/def2-TZVPD.

The geometry in ORCA input format:
```
! wB97M-V def2-TZVPD RIJCOSX def2/J DEFGRID3
* xyz 0 1
Br 1.852 -2.730 0.710
O -1.809 -2.087 1.351
O -2.379 -1.225 -0.499
N -1.633 -1.290 0.472
C -0.513 -0.445 0.632
C 0.073 -0.484 -1.856
C -0.640 1.669 -0.478
C 1.597 0.715 -0.247
C 0.163 0.295 -0.486
C -0.075 -0.152 1.959
H 0.612 -0.086 -2.755
H 0.725 -0.857 2.187
H -1.763 1.751 -0.747
H 2.006 1.037 -1.208
H 0.117 0.859 2.038
H 2.070 -0.319 -0.001
H -1.023 -0.490 -2.072
H 0.420 -1.605 -1.626
H -0.795 -0.310 2.681
H 1.828 1.419 0.457
H -0.648 1.990 0.559
H -0.187 2.345 -1.072
*
```

Calculated values
Relative energy (zero: lowest compared OMol25 entry of this formula, charge and spin) (eV): 5.727
Frontier orbital gap (spin up / spin down) (eV): 8.8 / 5.2
Max |F| (Eh/bohr): 0.0938
E (Eh): -3014.8336



[2]
This record from OMol25 describes a gas-phase ion, C20H42N5O7 (charge +1). The level of theory is ωB97M-V/def2-TZVPD.

The geometry in ORCA input format:
```
! wB97M-V def2-TZVPD RIJCOSX def2/J DEFGRID3
* xyz 1 1
O -0.972 2.829 -2.034
O -0.401 -0.944 1.788
O -3.666 0.233 0.748
O 1.120 0.857 -0.064
O -1.608 1.228 1.184
O 2.458 -0.677 0.898
O -3.635 -3.199 -0.451
N -1.096 -2.997 -0.079
N -2.624 4.357 -0.386
N 3.856 2.348 -0.784
N 1.174 -3.030 1.283
N 1.886 3.623 1.230
C -3.289 -1.827 -0.521
C -0.756 1.971 -0.956
C -1.867 2.100 0.095
C 3.553 0.076 -1.643
C -0.780 -3.475 -1.428
C -1.806 -1.712 -0.042
C 3.567 -1.378 -1.181
C -3.448 -1.275 -1.941
C -1.727 -1.151 1.394
C -2.505 0.193 1.515
C 3.629 0.975 -0.411
C 0.638 2.175 -0.300
C -1.918 3.554 0.609
C 0.572 3.049 0.965
C -4.203 -1.030 0.437
C 2.410 0.672 0.508
C -0.503 4.130 0.778
C 2.414 -1.590 -0.201
C 3.609 -3.296 1.268
C 2.381 -2.994 0.423
H -2.830 1.855 -0.361
H -0.191 -4.387 -1.344
H -4.467 -1.431 -2.290
H -0.251 4.708 -0.116
H 2.497 1.254 1.434
H 4.497 0.670 0.193
H 1.195 -3.823 1.923
H 0.303 2.411 1.812
H 3.223 2.649 -1.515
H -0.744 0.952 -1.366
H -2.756 0.345 2.583
H -1.487 3.599 -1.724
H 4.402 0.285 -2.292
H 2.065 4.381 0.578
H 0.202 -3.003 0.708
H 1.913 4.021 2.163
H -0.196 -2.721 -1.954
H 3.774 -2.493 1.980
H 3.749 2.958 0.018
H -0.076 -0.136 1.339
H -3.245 -0.207 -1.943
H 3.482 -4.234 1.803
H 4.517 -1.582 -0.689
H -4.383 -1.614 1.350
H -2.630 5.334 -0.115
H -1.674 -3.703 -2.009
H 1.471 -1.423 -0.741
H 2.633 0.291 -2.193
H -0.480 4.807 1.634
H 1.264 2.678 -1.047
H -5.163 -0.820 -0.039
H -2.770 -1.764 -2.634
H -4.533 -3.315 -0.782
H 3.455 -2.059 -2.026
H 4.490 -3.392 0.642
H 2.272 -3.741 -0.369
H -2.145 -1.883 2.093
H -1.269 -1.017 -0.696
H -3.590 4.059 -0.473
H -2.425 3.530 1.587
H -1.711 -3.685 0.356
H 1.153 -2.147 1.821
*
```

Calculated values
Relative energy (zero: lowest compared OMol25 entry of this formula, charge and spin) (eV): 0.265
Frontier orbital gap (eV): 9.0
SMILES: CN[C@@H]1[C@@H](O)[C@@H](O[C@@H]2[C@@H](O)[C@H](O[C@H]3O[C@H]([C@@H](C)[NH3+])CC[C@H]3N)[C@@H](N)C[C@H]2N)OC[C@]1(C)O
Max |F| (Eh/bohr): 0.0196
E (Eh): -1587.5485



[3]
This record from OMol25 describes a single C4H6ClF molecule. The level of theory is ωB97M-V/def2-TZVPD.

The geometry in ORCA input format:
```
! wB97M-V def2-TZVPD RIJCOSX def2/J DEFGRID3
* xyz 0 1
Cl 2.073 -0.220 -0.128
F -1.311 1.327 -0.519
C -1.150 -1.125 -0.575
C -0.751 0.112 0.012
C 0.674 0.644 0.607
C -1.793 -0.631 0.716
H 0.657 0.520 1.734
H -1.699 -1.148 1.624
H 0.737 1.639 0.307
H -2.745 -0.145 0.661
H -1.827 -1.085 -1.452
H -0.448 -1.987 -0.590
*
```

Calculated values
Relative energy (zero: lowest compared OMol25 entry of this formula, charge and spin) (eV): 1.039
Frontier orbital gap (eV): 11.6
SMILES: FC1(CCl)CC1
Max |F| (Eh/bohr): 0.0995
E (Eh): -716.0129



[4]
This record from OMol25 describes a single CH3NO molecule. The level of theory is ωB97M-V/def2-TZVPD.

The geometry in ORCA input format:
```
! wB97M-V def2-TZVPD RIJCOSX def2/J DEFGRID3
* xyz 0 1
O 1.199 0.532 1.048
N -0.600 0.192 -0.293
C 0.584 -0.134 0.167
H 0.990 -1.058 -0.180
H -1.029 -0.399 -0.973
H -1.145 0.867 0.231
*
```

Calculated values
Relative energy (zero: lowest compared OMol25 entry of this formula, charge and spin) (eV): 0.188
Frontier orbital gap (eV): 10.8
SMILES: NC=O
Max |F| (Eh/bohr): 0.1021
E (Eh): -169.9007



[5]
This record from OMol25 describes 8 unconnected molecules or ions with the total composition C40H60N9. The level of theory is ωB97M-V/def2-TZVPD.

The geometry in ORCA input format:
```
! wB97M-V def2-TZVPD RIJCOSX def2/J DEFGRID3
* xyz -1 1
N -0.848 -6.308 4.765
N 5.280 2.423 -7.302
N 1.027 -5.293 2.434
N 1.543 0.089 3.620
N 3.952 0.624 -0.669
N -8.498 4.067 -4.844
N 4.595 4.139 -1.885
N -5.009 0.604 -3.942
N 5.257 3.267 5.069
C -4.039 -2.815 0.868
C 4.667 0.676 -6.091
C 1.416 -2.078 4.080
C -5.712 0.428 -1.852
C 6.134 4.252 -3.467
C 0.710 -6.432 2.912
C 3.808 3.828 3.498
C 1.764 -1.375 5.267
C 5.296 5.292 -1.656
C 0.214 -1.232 -0.655
C -1.591 -4.015 4.125
C -5.192 1.295 -2.775
C 5.634 1.153 -6.935
C 5.099 3.499 -2.984
C 4.248 2.792 4.279
C -7.467 3.886 -3.965
C -3.291 -2.907 -0.460
C -4.004 -3.555 3.302
C 4.602 0.402 1.433
C -1.910 -5.346 4.827
C -5.848 -0.836 -2.488
C -1.772 -2.785 -0.339
C -2.734 -3.001 3.941
C -0.663 -6.790 3.429
C 4.129 -0.855 0.968
C 5.470 4.592 4.806
C -5.405 -0.696 -3.776
C -3.797 -3.971 1.841
C 1.830 -0.041 4.953
C 1.286 -1.147 3.087
C -7.102 5.118 -3.492
C 4.098 2.765 -6.704
C -1.291 -1.337 -0.445
C -8.799 5.399 -4.940
C 4.584 4.972 3.833
C 6.260 5.391 -2.624
C 3.741 -0.688 -0.332
C -7.947 6.079 -4.112
C 4.480 1.295 0.404
C 3.692 1.701 -5.946
H -1.423 -3.196 0.612
H -0.829 -3.532 4.737
H -5.329 -1.408 -4.579
H 5.766 2.720 5.739
H -3.814 -1.857 1.345
H 1.933 -1.803 6.241
H 2.021 -5.280 2.211
H 6.540 0.700 -7.300
H -2.798 -4.387 1.712
H 2.798 1.663 -5.345
H 4.662 -0.295 -5.625
H -1.277 -3.365 -1.121
H -2.979 -2.543 4.903
H 3.019 3.771 2.767
H 3.931 1.764 4.337
H -9.589 5.747 -5.583
H -6.319 5.310 -2.777
H -1.113 -4.207 3.163
H 4.501 5.959 3.410
H 0.605 -0.251 -0.382
H -5.110 -2.796 0.642
H -1.590 -0.782 0.446
H 1.038 -1.260 2.046
H -7.088 2.901 -3.749
H 0.476 -1.435 -1.694
H 6.736 4.010 -4.327
H -7.933 7.146 -3.963
H 0.741 -1.965 -0.041
H 6.979 6.188 -2.714
H 3.747 1.025 -1.565
H 1.521 0.953 3.111
H -3.573 -3.831 -0.968
H -4.501 -4.771 1.601
H 5.055 5.935 -0.828
H -8.965 3.332 -5.341
H -2.882 -5.743 4.451
H -4.781 -2.781 3.321
H -0.741 -7.900 3.371
H 1.269 -3.141 3.961
H 4.683 2.571 -3.336
H -5.961 0.667 -0.832
H 2.047 0.822 5.561
H -1.389 -6.407 2.684
H 4.980 0.627 2.416
H -4.386 -4.397 3.875
H -1.805 -0.872 -1.291
H -4.932 2.337 -2.700
H -2.370 -2.190 3.296
H 4.065 -1.771 1.531
H 3.319 -1.383 -1.038
H 3.825 3.816 -1.328
H 6.228 5.149 5.329
H -4.630 0.990 -4.787
H -6.213 -1.747 -2.044
H 3.655 3.734 -6.858
H 1.467 -7.225 2.993
H 5.810 3.017 -7.910
H 4.729 2.342 0.349
H -3.641 -2.079 -1.082
H -2.084 -5.113 5.888
*
```

Calculated values
Frontier orbital gap (eV): 3.3
Max |F| (Eh/bohr): 0.0095
E (Eh): -2052.8512